Here is a structure of composition C30H22Cl2N6O3S2SeW at a distorted geometry from the OMol25 dataset. Energies are from ωB97M-V/def2-TZVPD.

Values from the calculation:
LUMO level (alpha / beta) = -0.69 / -1.50 eV
2S+1 = 3
energy relative to the best compared isomer or geometry (same formula, charge and spin) = 4.2521 eV
E_tot = -5895.832491 Eh

Positions of all 67 atoms, in Å:
W 0.0450 -0.3750 0.5744
S 4.4064 -1.1788 0.1512
C 4.2725 0.5562 0.2023
C 5.2926 1.4889 0.3167
C 4.9491 2.8270 0.2779
C 3.6185 3.2189 0.1284
C 2.6041 2.2861 0.0396
C 2.9327 0.9354 0.0873
N 2.0464 -0.1346 0.0042
C 2.6869 -1.3007 0.0106
C 1.9353 -2.4998 -0.2307
C 2.5581 -3.7273 -0.4766
C 1.7932 -4.8120 -0.8387
C 0.4186 -4.6507 -0.9726
C -0.1867 -3.4290 -0.7174
C 0.5298 -2.2992 -0.3152
H 6.3200 1.1655 0.4156
H 5.7243 3.5767 0.3626
H 3.3719 4.2704 0.0676
H 1.5695 2.5738 -0.0638
H 3.6360 -3.8035 -0.3904
H 2.2572 -5.7694 -1.0353
H -0.1944 -5.4936 -1.2649
H -1.2588 -3.3778 -0.8437
Se -0.9455 3.7481 1.0430
C 0.2373 5.1367 0.5106
C 0.7232 6.0416 1.4537
C 1.5875 7.0521 1.0638
C 1.9916 7.1560 -0.2603
C 1.5259 6.2441 -1.1977
C 0.6422 5.2454 -0.8200
H 0.4108 5.9604 2.4868
H 1.9558 7.7564 1.7987
H 2.6673 7.9453 -0.5629
H 1.8528 6.3082 -2.2279
H 0.2789 4.5361 -1.5540
C -4.1989 3.2956 -1.8561
C -3.7282 1.9012 -2.0806
C -3.9140 1.2143 -3.2700
C -3.6751 -0.1643 -3.3281
N -2.9890 -0.6847 -2.3307
C -2.6924 -1.2532 -0.4774
S -2.1730 -1.7463 1.0518
N -3.2076 1.2758 -1.0154
C -4.1512 -1.0672 -4.4065
H -4.5003 3.7699 -2.7856
H -3.4114 3.8858 -1.3835
H -5.0493 3.2817 -1.1715
H -4.3577 1.7168 -4.1148
H -3.0210 1.7841 -0.1609
H -5.0452 -0.6693 -4.8802
H -4.3495 -2.0575 -3.9985
H -3.3696 -1.1611 -5.1628
Cl 0.0693 -1.2608 5.2217
C -0.0983 0.1379 4.1706
Cl -1.8179 0.4773 3.8604
C 0.5810 -0.0871 2.8101
O 1.0005 0.9095 2.1788
O 0.7380 -1.2653 2.3378
H 0.3105 1.0141 4.6606
O -1.3333 0.9348 0.8535
N -0.5320 1.3048 -0.2447
C -0.9207 0.3353 -1.2521
C -0.3538 0.6054 -2.5335
N 0.1049 0.8261 -3.5664
C -2.4440 0.0766 -1.2148
N -3.1227 -1.8689 -1.5601